1.
ORCA calculation (wB97M-V/def2-TZVPD) on a structure of composition C11H31BrNbO5P.

Geometry as XYZ:
```
50
Properties=species:S:1:pos:R:3
C 3.31899 -1.81270 1.94917
C 3.54163 -0.48691 2.64939
O 4.46035 0.37130 1.95397
P 3.99435 1.38547 0.80804
O 4.21713 2.77997 1.20360
C 2.28156 1.07505 0.32626
C 1.37606 2.29186 0.58496
C -0.11369 1.93003 0.75128
Nb -1.02833 0.48284 -0.57126
Br -1.90196 -1.59640 -2.05346
C -2.95111 0.55784 0.58554
C -4.13709 -0.30728 0.14652
C -5.40580 0.08876 0.90689
O -6.59064 -0.33118 0.25572
C -7.10263 -1.55355 0.74560
O 4.91936 1.06825 -0.45474
C 5.18292 -0.27766 -0.86348
C 4.13796 -0.83883 -1.82402
H 2.59397 -1.74639 1.13711
H 4.25368 -2.16997 1.51956
H 2.94912 -2.56029 2.64898
H 2.60662 0.02656 2.87361
H 4.03409 -0.69902 3.59670
H 1.84419 0.17825 0.75821
H 2.31019 0.90390 -0.74942
H 1.52111 3.03878 -0.19075
H 1.71283 2.75923 1.51065
H -0.31425 1.64648 1.78850
H -0.70523 2.83644 0.55063
H -0.22388 -0.88213 0.40833
H 0.32577 0.51677 -1.83214
H -1.83630 1.64430 -1.75856
H -3.27846 1.60127 0.46468
H -2.72618 0.43107 1.65105
H -4.37312 -0.15864 -0.90539
H -3.92285 -1.35517 0.36665
H -5.44374 1.17975 0.95660
H -5.36213 -0.25926 1.94584
H -7.76169 -1.38029 1.60221
H -6.29380 -2.21681 1.06386
H -7.66171 -2.02435 -0.05997
H 6.13546 -0.23697 -1.38960
H 5.34012 -0.93657 -0.01080
H 3.35215 -1.37758 -1.29545
H 4.61408 -1.48727 -2.55595
H 3.66544 -0.01011 -2.35040
O -1.24903 -0.33691 -4.69261
H -0.72058 -1.01598 -5.14305
H -1.60651 -0.71389 -3.75732
H -1.97840 -0.02211 -5.25174
```

LUMO in eV: -1.19
Max |F| in eV/Å: 3.508
HOMO level in eV: -8.1
Gap between HOMO and LUMO in Eh: 0.2546

Mulliken atomic charge list, values in e, 2 entries: -0.8608 -0.2767



2.
ORCA calculation (wB97M-V/def2-TZVPD) on a structure of composition C11H32B2CuO11V2.

Geometry as XYZ:
```
59
Properties=species:S:1:pos:R:3
O -2.08625 2.37287 1.20898
V -0.76113 2.66099 0.45451
O 1.51289 1.67948 -3.66325
V 0.39736 1.42869 -2.58121
Cu 2.43917 1.63768 2.17324
C -0.66484 3.72219 -2.07829
O -0.75933 3.16839 -3.24491
O 0.38435 3.30570 -1.43919
O -1.68436 3.56471 -1.27936
C 0.51693 0.31298 -0.15059
O 1.46388 0.24676 -1.03225
O 0.71597 1.01820 0.93984
O -0.56126 0.78268 -0.66583
B -0.87689 -0.03910 -4.04696
H -1.42840 0.69117 -3.30273
H -1.61192 -0.96245 -4.20158
H -0.74632 0.61757 -5.03813
H 0.14985 -0.37751 -3.60974
B -0.10695 4.27717 2.26070
H 0.66761 4.88911 2.93823
H 0.33172 3.21293 1.97412
H -1.17740 4.12768 2.76114
H -0.23549 4.88401 1.21217
C -3.48327 -2.92272 -0.37415
C -2.60586 -2.04812 -1.23826
C -1.14402 -2.49136 -1.07195
O -2.99845 -2.25924 -2.58878
H -4.46249 -2.48446 -0.15720
H -2.99638 -3.01425 0.60118
H -3.68175 -3.92170 -0.75878
H -2.70156 -0.98189 -1.00930
H -0.87540 -2.55159 -0.01046
H -0.45702 -1.83178 -1.60030
H -1.04941 -3.53545 -1.38151
H -2.36905 -1.81943 -3.18172
C -1.29910 -2.36802 3.00971
C -1.73285 -0.90149 3.07551
C -2.71268 -0.67594 4.19156
O -0.56424 -0.14342 3.47727
H -2.18047 -2.98817 2.83033
H -0.75791 -2.65742 3.90788
H -0.62993 -2.49510 2.15583
H -1.99838 -0.56060 2.07253
H -2.92641 0.38127 4.35255
H -2.31168 -1.11292 5.10708
H -3.70385 -1.11226 4.03198
H -0.06561 0.10237 2.68807
C 4.50230 -1.48439 -0.15840
C 4.72375 0.03110 -0.21077
C 4.77737 0.53109 -1.65476
O 3.67064 0.71421 0.47852
H 5.12119 -2.02837 -0.86653
H 3.45167 -1.68210 -0.39092
H 4.66482 -1.83172 0.86428
H 5.64982 0.22997 0.32787
H 4.99186 -0.21720 -2.41278
H 5.54248 1.31305 -1.74280
H 3.88449 1.09320 -1.92978
H 2.84825 0.50293 -0.02186
```

Spin multiplicity: 3
LUMO (alpha / beta) in eV: 0.59 / 0.58
Net charge: -1
Max |F| in eV/Å: 8.811
Relative energy (zero: lowest compared OMol25 entry of this formula, charge and spin) in kJ/mol: 32.5
HOMO level (alpha / beta) in eV: -6.8 / -6.9
Gap between HOMO and LUMO (alpha / beta) in Eh: 0.2711 / 0.2755

Mulliken atomic charge list, values in e, 2 entries: -0.5438 0.7869



3.
ORCA calculation (wB97M-V/def2-TZVPD) on a cluster of 6 separate species, C11H32N11O9 in total.

Geometry as XYZ:
```
63
Properties=species:S:1:pos:R:3
C 4.19955 -3.83307 -1.77941
C 4.20947 -2.98005 -0.52395
O 3.47655 -1.76929 -0.71806
C 2.08658 -1.93741 -0.43024
C 1.35097 -0.72897 -0.99268
O 0.00870 -1.01340 -1.27394
N -0.72869 -1.45081 -0.13755
C -0.93387 -2.89634 -0.19157
C -1.07031 -3.38562 -1.66023
O -1.94449 -2.83699 -2.35165
O -0.27346 -4.29620 -1.97398
H 3.20626 -4.23632 -1.97966
H 4.88962 -4.66813 -1.65476
H 4.48753 -3.22376 -2.63429
H 3.76652 -3.52108 0.31907
H 5.23301 -2.68716 -0.28298
H 1.71118 -2.85903 -0.88155
H 1.94992 -2.02085 0.65760
H 1.48006 0.15504 -0.35375
H 1.81892 -0.49242 -1.94981
H -0.27956 -1.13872 0.71315
H -0.08488 -3.43474 0.24560
H -1.82282 -3.16493 0.37930
C -1.70749 2.04063 -2.35731
O -0.80595 2.56887 -1.70010
N -1.90603 0.70965 -2.42313
N -2.60452 2.79275 -3.07135
H -2.64774 0.30149 -2.95915
H -1.29201 0.07672 -1.91904
H -2.48875 3.78806 -3.04937
H -3.36639 2.40468 -3.59324
C -3.40147 4.37187 0.96670
O -3.98306 4.78581 1.96086
N -2.05042 4.49349 0.79101
N -4.03785 3.74198 -0.05975
H -1.56116 4.11760 -0.00753
H -1.53262 4.94039 1.52226
H -5.02593 3.59715 0.01193
H -3.55115 3.42041 -0.87752
C -6.37889 2.07877 -3.90253
O -5.47097 2.59123 -3.26542
N -6.56208 0.72813 -3.94532
N -7.27658 2.82271 -4.61743
H -7.29698 0.28446 -4.46128
H -5.92075 0.15759 -3.42380
H -7.16289 3.81834 -4.59895
H -8.02870 2.42502 -5.14574
C 4.78111 0.39822 2.33864
O 5.20004 1.30409 3.04364
N 4.31176 0.57229 1.07830
N 4.75405 -0.90264 2.78478
H 3.97510 -0.19408 0.51657
H 4.30933 1.50328 0.70660
H 5.10803 -1.06913 3.70672
H 4.40996 -1.67139 2.23959
C 2.52129 -0.64657 7.12552
O 1.86171 -0.74074 8.14491
N 2.81439 -1.73183 6.34103
N 3.02384 0.54304 6.67598
H 3.34973 -1.67156 5.49665
H 2.45349 -2.62080 6.62942
H 2.82225 1.35801 7.22282
H 3.55996 0.64250 5.83288
```

LUMO in eV: 1.97
Net charge: -1
Max |F| in eV/Å: 1.183
Relative energy (zero: lowest compared OMol25 entry of this formula, charge and spin) in kJ/mol: 0.0
HOMO level in eV: -4.9
Gap between HOMO and LUMO in Eh: 0.2524

Mulliken atomic charge list, values in e, 2 entries: -1.2359 -0.3686



4.
ORCA calculation (wB97M-V/def2-TZVPD) on a structure of composition C11H34FNO17P4S2.

Geometry as XYZ:
```
70
Properties=species:S:1:pos:R:3
C -7.96554 -0.27064 -3.12128
P -7.09803 1.03327 -2.20032
O -5.98050 1.62221 -3.25679
N -6.11729 0.17307 -0.96319
S -4.84971 -0.84742 -1.61618
C -3.40096 0.08370 -1.95877
O -5.31486 -1.45840 -2.82414
O -4.54002 -1.80135 -0.60052
S -5.53540 1.29235 0.13847
O -6.65974 1.95127 0.68383
O -4.65359 0.64867 1.03020
F -4.76315 2.36148 -0.68546
H -9.01765 -0.21757 -2.83977
H -7.61296 -1.28415 -2.96135
H -7.90661 0.00830 -4.17363
H -6.27699 2.49854 -3.52537
H -2.90308 0.43905 -1.06148
H -3.61270 0.87420 -2.67546
H -2.74552 -0.63528 -2.45203
C -0.25366 -5.24710 -3.35460
O -0.38742 -4.01368 -2.62217
P 0.32800 -3.83918 -1.19417
O 0.09788 -2.44108 -0.80515
O 1.82783 -4.16064 -1.69572
C 2.54784 -3.09849 -2.32563
O 0.52055 -4.72567 0.12199
C -0.64677 -4.91958 0.95221
H -1.24556 -5.60164 -3.62645
H 0.31425 -5.04505 -4.26086
H 0.25826 -6.01785 -2.78083
H 1.92812 -2.21822 -2.49192
H 2.91994 -3.44737 -3.28939
H 3.39399 -2.83197 -1.70176
H -1.50292 -5.25302 0.36650
H -0.89187 -3.99104 1.46527
H -0.40025 -5.68653 1.68063
C 5.45899 1.56534 2.75625
O 6.37240 0.93571 1.83585
P 5.76710 0.25122 0.50759
O 6.92267 -0.21782 -0.26843
O 5.06835 1.59396 -0.05937
C 5.88138 2.53525 -0.75564
O 4.47341 -0.60361 0.13096
C 4.39078 -1.97990 0.54539
H 5.64715 1.19189 3.76122
H 5.63529 2.63977 2.73971
H 4.41898 1.36972 2.49621
H 6.93832 2.27243 -0.71668
H 5.74474 3.51728 -0.30011
H 5.55457 2.57758 -1.79361
H 4.61197 -2.09477 1.60649
H 5.07882 -2.58917 -0.04066
H 3.36956 -2.30411 0.36666
C 1.67954 2.95360 4.60138
O 1.46251 2.38317 3.29265
P 0.24843 2.93986 2.39117
O 0.39416 2.24287 1.10583
O 0.71752 4.48156 2.35517
C 1.74812 4.84570 1.43543
O -1.28525 3.33129 2.59059
C -2.18167 2.22364 2.85315
H 1.74242 2.14861 5.33095
H 2.62334 3.49672 4.59047
H 0.88058 3.63473 4.88929
H 2.17797 3.97640 0.93780
H 2.53410 5.36660 1.98378
H 1.32684 5.52000 0.69185
H -1.81435 1.60330 3.67052
H -2.29908 1.61727 1.95770
H -3.14356 2.64074 3.13576
```

LUMO in eV: 0.40
Max |F| in eV/Å: 5.054
HOMO level in eV: -9.4
Gap between HOMO and LUMO in Eh: 0.3614

Mulliken atomic charge list, values in e, 2 entries: -0.8948 0.2669



Q: max |F| of number 1 (C11H31BrNbO5P)?
A: 3.508 eV/Å



Q: Look up the max |F| of the fourth one.
A: 5.054 eV/Å